C6H8 | ωB97M-V/def2-TZVPD

XYZ file:
```
14
Properties=species:S:1:pos:R:3:forces:R:3:mulliken_charge:R:1
C 0.926744 1.661240 0.229613 -1.1418 -2.0371 -0.5011 -0.33
C -1.087409 -0.056104 -0.122023 1.9446 3.4515 0.8626 -0.09
C -0.304198 -1.059971 -0.126792 -0.3169 -2.1534 -0.2841 0.01
C -2.236940 0.825467 0.023940 0.6306 0.5126 0.1030 -1.07
C 1.753121 0.491944 0.025140 -1.3217 -0.8029 -1.2147 -0.39
C 1.202534 -0.960436 -0.079654 -0.4621 -0.2296 0.3502 -0.58
H 2.236812 0.667166 -0.957809 -0.2586 0.6500 0.0364 0.26
H -0.675539 -2.142252 0.025763 0.4471 1.5073 -0.5279 0.30
H -2.392831 1.151331 1.044728 0.1716 -0.4241 0.5774 0.28
H 1.335498 -1.484849 0.859638 0.9797 -0.1919 0.2952 0.25
H -3.099511 0.257104 -0.265329 -0.9967 0.4422 -0.6717 0.35
H -1.990482 1.816996 -0.432962 -0.8330 -1.1328 -0.4521 0.28
H 2.583831 0.322551 0.646526 1.5103 0.6270 1.2911 0.40
H 1.748372 -1.490181 -0.870779 -0.3532 -0.2187 0.1355 0.35
```
Forces are in eV/Å.

## Properties
orbital gap (alpha / beta): 0.257 / 0.257 Eh

***

C20H28ClLuN3O4 | ωB97M-V/def2-TZVPD

XYZ file:
```
57
Properties=species:S:1:pos:R:3:forces:R:3:mulliken_charge:R:1
Lu -1.518614 -0.141036 0.639601 2.1141 0.4017 2.7423 0.23
Cl -2.578414 1.155635 2.710724 0.2123 3.6992 0.3196 -0.31
O -0.403711 -4.319118 -0.593736 0.2300 -1.0688 -0.3361 -0.43
O -0.716669 4.352163 -0.526355 0.6123 0.8111 -0.4603 -0.40
O 0.575641 -0.198993 1.760886 -0.7160 1.3585 2.0609 -0.06
O 0.915067 -0.115629 3.924147 -0.6087 1.3283 -2.8238 -0.59
N -0.120194 2.296911 0.184489 -0.5863 1.3554 -1.8510 0.14
N 0.580396 0.527533 2.895642 0.4004 -2.8609 1.0588 -0.07
N -0.390539 -2.327192 0.444729 -0.8321 -1.3691 -2.1377 -0.27
C 0.517108 4.571502 0.265834 -0.8949 0.3664 -0.1408 -0.69
C 1.073040 3.163735 0.485405 -0.6524 -0.4092 0.2865 1.59
C -1.636025 -0.095918 -1.617719 -3.0585 -0.6174 2.4863 1.07
C -0.597113 1.226542 -3.219694 -1.2398 0.2852 -0.3148 1.63
C -0.508831 -1.250892 -3.309454 -1.2273 0.0089 0.1960 1.34
C -2.007321 2.379129 -1.344098 -0.1967 0.4699 0.0945 -2.25
C 2.181619 2.846537 -0.508970 0.0617 -0.2254 -0.2832 -1.40
C -0.463674 2.568759 -3.880453 0.7143 -0.0078 -0.3058 -1.59
C 0.245655 -3.344486 2.596715 -0.0581 -0.0575 0.3472 -1.63
C 0.661055 -3.124511 1.155884 -0.4523 0.3517 0.1520 1.64
C -0.873277 -3.091527 -0.514861 0.9766 2.3664 1.7354 0.80
C -0.919713 3.043166 -0.529401 1.1146 -2.2954 1.5072 0.52
C -1.865647 -2.585840 -1.528595 -0.4460 -0.7267 0.2628 -1.90
C -0.153648 0.021161 -3.797751 0.3199 0.0162 0.0173 -1.41
C -1.352454 -1.303209 -2.181402 1.1974 0.5362 -1.3166 0.23
C 1.521986 2.915249 1.902937 0.2402 0.2889 0.4845 -1.97
C -1.431814 1.158084 -2.093414 1.0113 0.1028 -0.8702 0.05
C 2.023443 -2.475012 1.047115 0.5350 0.3191 0.2401 -1.73
C 0.663549 -4.441912 0.392642 -0.2999 -0.6828 -0.6787 -0.73
C -0.247581 -2.535398 -4.021371 0.5937 -0.1542 -0.2422 -1.64
H 2.123051 3.746195 2.278518 0.1477 0.1080 -0.0644 0.45
H -2.818436 -2.406075 -0.954198 0.7515 0.1724 -0.5367 0.14
H 0.186912 3.223307 -3.290301 0.0363 0.0548 -0.1343 0.22
H 1.867181 3.051048 -1.542926 0.0465 -0.0429 0.2149 0.24
H -1.187158 -3.035085 -4.294729 0.1891 0.2065 -0.0722 0.32
H -1.429959 3.082407 -3.950108 0.1437 -0.2094 -0.0679 0.29
H -2.104213 -3.400717 -2.245519 0.2862 0.5180 0.3482 0.41
H -0.753650 -3.797984 2.624546 0.1499 0.1931 0.0862 0.39
H 2.446408 1.787864 -0.432462 -0.0844 0.0937 -0.0430 0.22
H 0.662812 2.774983 2.565428 0.2199 0.1476 -0.2067 0.42
H -0.045381 2.459371 -4.885326 0.0107 0.2120 0.0731 0.45
H -2.821996 2.109111 -0.623712 0.5729 -0.1554 -0.6168 0.34
H 2.119852 2.001756 1.962646 -0.1116 0.2393 -0.0399 0.29
H 0.504063 0.079686 -4.676156 -0.3640 -0.0325 0.2148 0.23
H 1.145750 5.258089 -0.324036 -0.1347 -0.3783 0.2364 0.29
H 0.439981 -5.326505 1.001627 0.0177 0.2652 -0.0524 0.29
H 0.203433 5.064605 1.198404 0.1057 -0.2062 -0.2389 0.35
H -2.548332 -0.299915 2.326440 -0.7908 -4.0511 -0.8665 -0.02
H 2.803700 -3.162339 1.403346 -0.1587 -0.0880 -0.1803 0.42
H 2.066662 -1.580860 1.672695 -0.0267 -0.2063 -0.2795 0.25
H 3.082335 3.434853 -0.294297 -0.1544 0.0105 0.0268 0.43
H 0.345044 -2.356124 -4.919257 0.0357 -0.2549 -0.0514 0.40
H 0.252896 -2.401480 3.152123 -0.1130 -0.1454 -0.1324 0.19
H 1.588108 -4.625697 -0.172582 -0.1894 0.1130 0.1619 0.30
H -2.477142 3.114632 -2.015600 0.2409 -0.1973 0.1141 0.49
H 0.280095 -3.230710 -3.357663 0.0792 0.0114 -0.2211 0.24
H 0.950459 -4.036570 3.075674 -0.0227 0.0684 -0.0255 0.41
H 2.227002 -2.201280 0.005149 0.0516 -0.0373 0.1231 0.38
```
Forces are in eV/Å.

## Properties
total charge: -1
orbital gap (alpha / beta): 0.133 / 0.134 Eh

***

C4H7Cl3Si | ωB97M-V/def2-TZVPD

XYZ file:
```
15
Properties=species:S:1:pos:R:3:forces:R:3:mulliken_charge:R:1
Cl 2.613615 1.569806 -0.041597 1.0783 -0.2228 -0.8111 -0.14
Cl -1.455501 -2.136030 1.730682 -0.0537 -0.0706 1.3543 -0.19
Cl 1.048514 3.640749 1.181795 -0.3396 -0.4390 -0.1093 -0.18
Si 0.105923 0.592016 0.976615 -1.3439 0.6930 2.0074 0.27
C 1.003465 2.113077 0.238379 -1.0000 -0.2809 1.8121 -0.10
C 0.032040 -0.375915 -1.647221 1.4474 -1.3864 -1.9753 -0.85
C 0.014964 -0.653367 -0.371854 -3.6532 -3.0957 1.5274 0.43
C -1.022533 -2.122388 0.073596 2.4622 3.0171 -0.9409 -0.71
H -1.907643 -2.196995 -0.460961 -1.9665 1.3740 -1.2164 0.40
H 0.766558 0.053561 2.194942 0.1073 0.2310 -0.2926 -0.08
H -0.677810 -3.057497 -0.248214 2.0257 -1.2370 0.1022 0.43
H -1.367599 1.014297 1.443656 1.5682 -0.3715 -0.7220 -0.08
H 0.620176 0.433993 -2.049100 -0.1737 0.5781 0.0383 0.30
H -0.153355 -1.157197 -2.415124 -0.4376 0.6102 0.5234 0.25
H 0.379186 2.281891 -0.605591 0.2791 0.6005 -1.2978 0.26
```
Forces are in eV/Å.

## Properties
structure (SMILES): C=C(CCl)[SiH2]C(Cl)Cl
orbital gap: 0.391 Eh

***

CH5AuO2 | ωB97M-V/def2-TZVPD

XYZ file:
```
9
Properties=species:S:1:pos:R:3:forces:R:3:mulliken_spin:R:1
Au 0.674022 -1.667729 -0.228826 -1.8821 -14.7115 0.2060 0.83
O 2.075607 -0.709673 -0.673019 5.0952 5.8670 -2.4361 0.35
O -0.062606 -0.150893 0.135420 -2.8210 9.5503 0.9863 0.63
C -1.423885 0.233986 0.154388 -0.9077 1.7182 -0.5138 0.08
H 0.983349 0.551264 -0.252689 -0.9208 -1.4878 0.4694 -0.01
H -1.531659 1.277435 -0.174624 0.2391 -0.1896 0.3221 0.01
H -2.009256 -0.409560 -0.517016 0.1223 -0.4634 0.0499 0.05
H -1.832251 0.102520 1.166852 0.0722 -0.1523 0.3556 0.07
H 2.853520 -0.608064 -0.121535 1.0028 -0.1308 0.5606 0.00
```
Forces are in eV/Å.

## Properties
multiplicity: 3
total charge: +2
orbital gap (alpha / beta): 0.345 / 0.257 Eh

***

So what do the calculations give for relative energy (zero: lowest compared OMol25 entry of this formula, charge and spin)? Going down the list: 7.595, 0.776, 5.766, 1.336 eV.